1.
68
Properties=species:S:1:pos:R:3:mulliken_charge:R:1 method="wB97M-V/def2-TZVPD" de_lowest_ev=15.408 e_tot_ev=-33565.5056 orbital_gap_ev=8.4 total_charge=0
O -1.98497 23.21525 6.32286 -0.573
O -1.77309 25.01598 3.62456 -0.290
O 0.62160 19.79909 8.16516 -0.690
O 0.33784 22.33579 2.96310 -0.472
O 3.82362 17.59786 6.90742 -0.554
O -0.03248 20.43649 -0.65917 -0.771
O -2.16599 24.62986 1.82959 -0.791
N 1.08750 21.49956 0.90982 -0.268
N -0.92830 20.81034 1.33065 -0.097
C 1.63684 20.90462 4.31567 -1.591
C 0.02563 20.86661 0.47891 0.248
C 0.50390 21.94526 4.29999 0.232
C -0.34106 24.03424 0.51089 -1.388
C -0.59208 24.76099 4.32835 0.816
C 0.87626 21.16486 8.09943 -0.046
C -2.74618 22.88299 0.36142 -1.839
C 0.66900 24.81518 3.46167 -1.043
C 3.09456 17.79030 5.71753 -0.690
C -2.88760 22.15661 5.94471 -0.696
C 1.36071 21.34661 6.64754 -0.725
C -0.30948 22.04694 8.54027 -1.097
C -2.20085 21.54108 4.73913 -0.064
C -1.64668 23.49415 1.24602 2.806
C 2.31518 19.04829 5.79742 -0.859
H -2.44799 25.26995 4.25828 0.463
H -3.39381 22.35115 1.05844 0.396
H -1.90174 22.25487 3.97158 0.297
H 3.04547 19.80464 6.08500 0.600
H -0.31502 23.03760 3.01613 -1.485
H 0.28492 24.69817 1.10708 0.345
H -1.81869 20.39492 1.09672 0.262
H 1.88918 21.64368 0.31262 0.170
H 0.50596 21.08817 6.02248 0.132
H 2.44051 16.93605 5.54267 0.284
H 1.69094 21.36274 8.79603 0.362
H 1.61555 24.69951 3.98967 0.501
H 1.54788 20.19645 3.49186 0.599
H 1.78040 19.19013 6.73656 0.561
H -2.31915 22.15822 -0.33171 0.334
H 0.83121 22.87015 4.77492 0.600
H -0.46921 25.41618 5.19074 0.498
H 1.61178 20.47453 5.31691 0.097
H 0.76511 25.80212 3.00911 0.314
H 2.10428 20.65200 6.25675 -0.338
H -0.33818 21.61887 4.91030 0.135
H 0.79846 24.18566 2.58131 0.045
H -3.87640 22.56453 5.73499 0.410
H 3.93598 17.90378 5.03399 0.356
H -1.53338 24.94320 2.48014 0.520
H -3.46832 23.48986 -0.18476 0.450
H 1.48876 19.41903 8.32387 0.473
H -1.30693 21.14435 5.22039 0.260
H -2.71056 20.73960 4.20441 0.521
H 4.52404 16.97810 6.69087 0.332
H -0.79600 21.85562 9.49672 0.436
H -0.76084 23.76476 4.73718 -0.620
H -3.14886 21.48293 6.76080 0.325
H 0.32831 23.30359 0.05681 0.280
H 2.58570 21.42608 4.18977 0.391
H -2.21085 24.06652 5.94087 0.342
H 1.11441 21.92992 1.82315 0.356
H 1.67585 22.34784 6.35376 0.665
H -1.09835 21.96770 7.79227 -0.080
H -0.15416 23.11309 8.70550 0.373
H -0.73334 21.20570 2.23938 -0.110
H -1.45514 22.84757 2.10237 -1.060
H -0.64673 24.63303 -0.34709 0.450
H 1.73059 19.29768 4.91189 0.200



2.
108
Properties=species:S:1:pos:R:3:lowdin_spin:R:1 method="wB97M-V/def2-TZVPD" de_lowest_ev=0.219 e_tot_ev=-151945.6147 multiplicity=2 orbital_gap_ev="7.9 / 7.5" total_charge=+1
Se 2.65108 -0.27020 -0.39158 -0.001
Ti -0.08784 -0.07059 -0.41306 0.879
P -2.10238 1.93250 0.43482 0.014
O 0.23031 -1.19794 -1.84628 -0.007
O 0.27208 -0.41437 1.38156 -0.008
N -2.16002 -0.99703 -0.16627 0.004
C 1.04609 -1.93810 3.07890 -0.001
C 3.68856 -2.29975 -2.14423 0.000
C -1.01106 -0.57746 3.83414 0.000
C 3.26992 -2.95840 2.75096 -0.001
C -5.99016 0.77987 -0.32750 0.000
C 0.03744 -2.15491 5.39330 0.000
C -3.27508 5.50505 1.94924 0.000
C -0.15037 -3.29021 -3.95879 0.000
C 3.98508 -4.72553 4.42655 0.000
C -1.16684 -3.03047 3.38116 0.000
C -2.80647 4.20794 1.79979 0.001
C -0.16432 -4.78254 -4.32960 0.000
C 1.23134 -1.20856 1.89818 0.001
C 2.34064 -3.54693 -3.64780 0.000
C 2.54278 -1.64178 -1.72941 0.000
C -3.47427 -0.37693 -0.23143 0.003
C -2.66846 3.65677 0.52770 0.007
C -4.57971 -1.14528 -0.56092 0.000
C -3.61060 0.98647 0.03096 -0.001
C 1.28326 -1.91906 -2.27201 0.001
C -1.27314 1.87037 -1.20919 0.011
C -1.88522 1.49229 -2.42012 0.020
C 5.64937 -3.13529 3.49056 0.000
C 4.81497 -4.05689 -3.62313 0.000
C -1.16705 1.48747 -3.59895 0.020
C -4.88216 1.55131 -0.00993 0.000
C 4.37040 -3.92621 3.18064 0.000
C 2.07452 -2.81131 3.44457 0.000
C 1.16299 -2.91856 -3.25277 -0.001
C 4.64392 -4.91534 2.03779 0.000
C -3.59275 6.25878 0.82922 0.000
C 0.17752 1.86482 -3.61490 0.018
C 2.44171 -1.33081 1.20002 0.000
C 6.10513 -3.62518 -2.92464 0.000
C -2.98532 4.41919 -0.59520 0.000
C 0.08626 2.23498 -1.24019 0.008
C -0.25189 -1.91201 3.90233 0.000
C 4.98179 -3.82316 -5.13166 0.000
C 0.80134 2.24385 -2.44498 0.024
C -0.25288 -2.45045 -5.24062 0.000
C -5.83922 -0.56794 -0.61285 0.000
C 3.45028 -2.17136 1.61960 0.000
C -3.44352 5.71752 -0.44161 0.000
C -1.41591 -3.04844 -3.11880 0.000
C 3.60250 -3.27763 -3.12083 -0.001
C 4.59934 -5.55328 -3.35305 0.000
H -0.89174 -2.07062 5.95797 0.000
H -2.11954 -1.75908 -0.84314 0.001
H 5.47697 -2.42562 4.30129 0.000
H 4.10606 -4.15408 -5.69115 0.000
H 3.71423 -5.93292 -3.86493 0.000
H -2.87373 4.00102 -1.58840 0.000
H -2.04090 -1.42605 0.75338 0.001
H -1.16059 -2.70486 -5.79200 0.000
H 3.81288 -4.07311 5.28452 0.000
H 6.05762 -3.79870 -1.84741 0.000
H 0.58259 -5.03657 -5.07943 0.000
H 6.44600 -3.81649 3.79419 0.000
H -2.27101 -3.48461 -3.63791 0.000
H -1.65195 1.19415 -4.52094 0.001
H 3.09087 -5.32870 4.25734 0.000
H -3.95233 7.27236 0.94503 0.000
H -6.69780 -1.17417 -0.86704 0.000
H -2.93036 1.20862 -2.42330 0.001
H -6.97059 1.23540 -0.35822 0.000
H -1.32838 -3.53898 -2.14421 0.000
H -5.00492 2.60579 0.19979 0.000
H -1.61044 -1.98660 -2.98147 0.000
H -3.68556 6.30909 -1.31457 0.000
H 5.13912 -2.76373 -5.34115 0.000
H 2.27610 -4.30061 -4.41861 0.000
H 4.79780 -5.40442 4.68612 0.000
H -0.68793 -4.00620 3.47451 0.000
H -1.46539 -0.39790 2.86274 0.000
H 5.84426 -4.37803 -5.50431 0.000
H -1.13655 -5.04102 -4.75037 0.000
H 5.43337 -5.61163 2.32582 0.000
H 0.00554 -5.40516 -3.44957 0.000
H 4.63696 -2.03245 -1.69929 0.000
H 1.84139 2.54263 -2.44473 0.001
H -4.45358 -2.20145 -0.77116 0.000
H 0.57091 2.58719 -0.33216 0.006
H 0.60417 -2.62713 -5.89183 0.000
H 0.73737 -1.41055 5.77605 0.000
H 4.47738 -5.73772 -2.28413 0.000
H 3.74704 -5.49142 1.80295 0.000
H 6.32610 -2.57087 -3.10165 0.000
H 6.94012 -4.20794 -3.31423 0.000
H -0.28150 -1.38531 -4.99828 0.000
H 0.72648 1.86091 -4.54694 0.000
H -3.38345 5.92733 2.93911 0.000
H -1.40168 -2.87738 2.32298 0.000
H 5.99882 -2.57767 2.62055 0.000
H 4.36919 -2.22352 1.04873 0.000
H 4.96496 -4.40307 1.12934 0.000
H -1.80588 -0.58609 4.58171 0.000
H -2.10401 -3.05046 3.94124 0.000
H 5.45969 -6.12516 -3.70451 0.000
H 1.92703 -3.41612 4.32390 0.000
H 0.44227 -3.14390 5.59696 0.000
H -0.35056 0.26446 4.04951 0.000
H -2.54365 3.62072 2.67178 0.000